(1)
Computed, not measured: a cluster of 3 separate species, C5H12O2 in total in a non-equilibrium geometry, with the ωB97M-V functional and the def2-TZVPD basis.

The geometry in XYZ format:
```
19
Properties=species:S:1:pos:R:3:forces:R:3
O 0.887 0.093 1.744 0.269 -0.622 0.028
C 0.535 0.973 0.950 0.117 1.142 -0.508
C -0.911 1.230 0.641 -0.774 0.105 -2.265
C -1.560 0.052 -0.170 -0.059 0.129 0.392
C -0.533 -0.812 -0.857 -0.391 -1.654 -1.267
C 0.890 0.937 -1.469 1.465 1.098 0.779
H 1.215 1.776 0.633 0.002 0.084 0.596
H -1.574 1.488 1.465 0.296 -0.138 0.586
H -0.934 2.072 -0.058 0.168 0.211 0.283
H -2.227 -0.454 0.538 0.300 -0.615 -0.164
H -2.232 0.361 -0.984 0.016 0.615 0.358
H 0.302 -1.122 -0.234 -0.093 0.154 -0.098
H -0.987 -1.742 -1.267 -0.099 0.326 0.100
H -0.019 -0.158 -1.858 -0.625 -0.438 1.538
H 1.845 0.465 -1.751 -0.103 -0.247 -0.060
H 0.907 1.988 -1.845 -0.464 -0.254 -0.284
H 1.114 -1.841 1.931 -0.178 -0.083 -0.024
H 1.923 -2.553 0.917 -0.028 -0.203 -0.023
O 1.360 -2.753 1.673 0.181 0.393 0.035
```
Positions in Å, forces in eV/Å.

Properties
- lowest unoccupied orbital energy (alpha / beta) (eV) = 4.2 / 4.2
- energy above the lowest of the compared OMol25 structures with the same formula, charge and spin (kJ/mol) = 381.5
- net charge = -1
- 2S+1 = 2
- ⟨S²⟩ = 0.767

(2)
Computed, not measured: a structure of composition C32H48BrGe2OPdSb in a non-equilibrium geometry, with the ωB97M-V functional and the def2-TZVPD basis.

The geometry in XYZ format:
```
86
Properties=species:S:1:pos:R:3:forces:R:3
Pd 0.472 -0.801 0.396 0.037 0.169 -1.407
C -3.230 4.406 -4.867 0.028 -0.011 0.058
C -2.509 4.543 -3.524 -0.028 0.189 -0.045
C -1.316 5.500 -3.712 -0.032 -0.095 0.026
C -3.493 5.126 -2.496 0.059 -0.085 -0.012
C -1.971 3.226 -3.007 -0.114 -0.122 -0.180
C -1.263 3.193 -1.788 0.154 -0.087 0.242
C -0.726 2.026 -1.355 0.242 0.071 0.582
Br 0.232 2.014 0.300 -0.285 0.373 -0.345
C -0.796 0.782 -2.093 0.012 0.003 -0.213
O -0.151 -0.234 -1.737 -0.139 -0.159 0.144
C -1.622 0.808 -3.297 0.021 -0.126 -0.065
C -2.148 2.020 -3.692 -0.024 -0.034 -0.008
C -1.952 -0.415 -4.162 0.030 -0.088 -0.116
C -3.485 -0.521 -4.277 0.046 0.080 0.008
C -1.365 -0.180 -5.567 -0.014 0.031 0.072
C -1.431 -1.769 -3.664 0.001 0.112 0.082
H -3.555 5.392 -5.197 -0.005 0.009 0.012
H -4.121 3.780 -4.788 0.018 -0.033 -0.028
H -2.572 4.004 -5.639 -0.028 -0.025 -0.012
H -1.667 6.450 -4.116 -0.011 0.014 0.025
H -0.597 5.076 -4.414 0.027 0.041 0.003
H -0.805 5.698 -2.770 0.019 0.034 -0.017
H -3.876 6.081 -2.856 0.014 0.015 0.006
H -3.016 5.294 -1.530 -0.034 0.027 0.012
H -4.338 4.451 -2.352 -0.014 0.022 0.033
H -1.131 4.085 -1.190 -0.036 0.033 -0.058
H -2.742 2.035 -4.593 0.045 0.039 0.016
H -3.915 0.334 -4.799 -0.035 -0.032 0.015
H -3.948 -0.588 -3.292 -0.036 -0.042 0.011
H -3.742 -1.418 -4.840 -0.013 0.004 -0.007
H -1.789 0.708 -6.037 0.036 -0.004 -0.028
H -1.592 -1.037 -6.203 0.006 -0.008 -0.002
H -0.281 -0.064 -5.521 0.004 -0.006 -0.025
H -1.758 -1.991 -2.649 0.003 -0.012 0.048
H -0.346 -1.825 -3.698 0.046 0.000 0.063
H -1.829 -2.546 -4.320 0.010 0.034 -0.008
C 4.313 -2.020 0.908 -0.102 0.089 -0.193
Sb 2.859 -1.037 -0.314 1.418 -0.038 -0.266
C 3.728 0.915 -0.431 0.033 -0.242 -0.041
C 3.384 -1.783 -2.243 -0.015 0.034 0.243
H 5.299 -1.760 0.527 0.029 -0.043 0.031
H 4.171 -3.098 0.852 -0.011 0.000 -0.004
H 4.228 -1.701 1.945 -0.045 0.032 -0.018
H 4.775 0.832 -0.717 0.001 0.033 0.000
H 3.649 1.413 0.534 0.001 -0.020 0.008
H 3.190 1.501 -1.174 -0.004 0.000 -0.007
H 4.470 -1.848 -2.292 -0.002 0.001 -0.069
H 3.018 -1.098 -3.005 -0.014 0.003 0.001
H 2.948 -2.767 -2.396 -0.004 -0.001 -0.002
C -4.448 1.023 1.421 -0.102 -0.222 0.009
Ge -4.032 -0.902 1.409 0.157 0.225 -0.270
C -4.965 -1.846 2.868 0.172 0.185 -0.231
C -4.470 -1.697 -0.347 -0.037 0.135 0.273
Ge -1.573 -0.936 1.604 -1.152 -0.802 2.005
C -0.911 -0.139 3.313 -0.218 0.103 -0.296
C 0.416 0.260 3.492 -0.030 0.010 0.009
C 0.851 0.810 4.689 -0.015 -0.011 0.009
C -0.044 0.976 5.736 0.036 0.037 0.062
C -1.365 0.585 5.582 -0.068 -0.023 0.019
C -1.792 0.041 4.379 0.004 -0.062 -0.125
C -0.959 -2.837 1.762 0.048 0.296 -0.116
C -1.801 -3.897 1.420 0.047 0.080 -0.024
C -1.390 -5.211 1.584 -0.131 -0.063 -0.069
C -0.114 -5.495 2.049 0.041 0.020 -0.025
C 0.748 -4.455 2.368 0.045 0.019 0.024
C 0.329 -3.141 2.226 -0.133 -0.008 0.245
H -5.512 1.190 1.251 -0.003 0.019 0.007
H -3.884 1.537 0.643 0.003 -0.023 -0.023
H -4.178 1.458 2.384 0.003 0.001 -0.001
H -6.027 -1.861 2.619 -0.012 -0.018 0.023
H -4.838 -1.317 3.811 -0.014 -0.024 0.008
H -4.616 -2.870 2.985 0.033 0.000 -0.019
H -5.490 -1.427 -0.624 0.000 -0.005 -0.017
H -4.397 -2.784 -0.332 0.007 0.006 0.020
H -3.789 -1.317 -1.107 0.020 0.023 -0.022
H 1.142 0.154 2.688 -0.006 -0.003 -0.029
H 1.883 1.115 4.804 -0.005 -0.006 0.000
H 0.288 1.417 6.666 -0.005 -0.025 0.011
H -2.065 0.702 6.399 0.005 0.024 -0.001
H -2.827 -0.262 4.264 -0.011 0.041 0.094
H -2.804 -3.690 1.065 0.013 -0.064 -0.048
H -2.075 -6.017 1.351 0.030 -0.017 -0.002
H 0.204 -6.521 2.173 -0.008 -0.006 -0.002
H 1.739 -4.665 2.751 -0.012 -0.019 -0.005
H 0.986 -2.345 2.570 -0.002 -0.004 -0.057
```
Positions in Å, forces in eV/Å.

Properties
- lowest unoccupied orbital energy (alpha / beta) (eV) = -1.8 / -5.1
- energy above the lowest of the compared OMol25 structures with the same formula, charge and spin (kJ/mol) = 150.6
- net charge = +1
- 2S+1 = 4
- ⟨S²⟩ = 3.790

(3)
Computed, not measured: a structure of composition C11H15BeF3NO2S2, with the ωB97M-V functional and the def2-TZVPD basis.

The geometry in XYZ format:
```
35
Properties=species:S:1:pos:R:3:forces:R:3
Be 0.213 0.150 0.143 -0.230 0.168 0.067
F -0.478 0.717 -5.360 -0.044 0.077 0.059
C -0.504 1.637 -4.377 -0.014 -0.069 0.072
F -1.747 1.698 -3.903 0.074 0.010 -0.067
F -0.217 2.824 -4.939 -0.024 -0.059 0.004
C 0.522 1.297 -3.321 -0.043 0.054 -0.107
C 1.854 1.443 -3.672 0.064 0.034 -0.058
C 2.874 1.138 -2.780 -0.006 -0.005 -0.034
C 2.516 0.678 -1.535 -0.055 -0.114 0.004
N 1.235 0.528 -1.194 -0.042 0.031 0.137
C 0.218 0.830 -2.042 -0.102 -0.099 0.160
S -1.317 0.551 -1.235 0.219 0.077 -0.156
H 2.096 1.807 -4.663 -0.011 -0.004 0.007
H 3.913 1.250 -3.049 -0.012 0.009 -0.011
H 3.253 0.404 -0.791 -0.022 0.022 0.017
C 1.166 1.651 2.315 -0.057 0.032 -0.088
O 0.183 1.411 1.279 0.068 -0.158 0.100
H 0.675 2.090 3.179 0.012 0.006 0.018
H 1.951 2.306 1.943 0.008 0.008 0.003
H 1.579 0.682 2.576 0.003 -0.003 0.007
H -0.281 2.213 1.012 -0.012 -0.030 -0.042
O 0.410 -1.223 0.884 0.461 -0.022 -0.132
S -0.271 -2.157 1.892 -0.196 0.215 0.124
C 0.419 -3.775 1.528 0.006 -0.050 -0.029
C -0.772 -4.722 1.600 0.032 -0.012 -0.031
C -1.892 -4.045 0.806 -0.021 0.043 0.036
C -1.900 -2.560 1.198 -0.007 -0.038 -0.053
H 1.223 -3.980 2.232 -0.009 -0.038 -0.002
H 0.819 -3.684 0.516 0.004 -0.040 0.011
H -1.074 -4.886 2.637 0.008 0.031 0.006
H -0.501 -5.693 1.189 -0.022 -0.006 -0.009
H -2.860 -4.495 1.016 -0.012 -0.011 -0.030
H -1.709 -4.141 -0.264 0.039 -0.003 -0.002
H -2.635 -2.315 1.962 0.004 -0.043 0.025
H -2.021 -1.876 0.357 -0.062 -0.015 -0.008
```
Positions in Å, forces in eV/Å.

Properties
- lowest unoccupied orbital energy (eV) = -2.7
- energy above the lowest of the compared OMol25 structures with the same formula, charge and spin (kJ/mol) = 26.6
- net charge = +1

(4)
Computed, not measured: a cluster of 2 separate species, C25H29N3O2 in total in a non-equilibrium geometry, with the ωB97M-V functional and the def2-TZVPD basis.

The geometry in XYZ format:
```
59
Properties=species:S:1:pos:R:3:forces:R:3
C -1.274 -1.217 1.229 -0.693 -0.929 -0.113
C -0.625 0.082 1.309 1.746 0.045 0.270
C -1.279 1.381 1.258 -0.688 0.914 -0.074
N 0.726 0.083 1.343 -1.727 -0.052 -0.006
O 1.334 1.189 1.369 0.626 0.437 0.216
O 1.333 -1.023 1.344 0.635 -0.421 0.170
H -2.365 -1.096 1.211 0.099 -0.030 -0.002
H -0.978 -1.776 0.325 -0.054 -0.009 0.223
H -1.010 -1.855 2.087 -0.015 -0.099 -0.172
H -2.368 1.256 1.227 0.086 0.042 0.007
H -1.028 2.000 2.133 -0.020 0.052 -0.146
H -0.976 1.959 0.370 -0.045 0.024 0.188
C 3.173 2.565 5.727 0.420 -0.090 -0.081
N 1.808 2.086 5.831 -0.165 -1.635 0.035
C 1.451 0.787 5.658 -0.320 1.245 -0.080
C 0.039 0.669 5.768 -0.253 -0.002 0.211
C -0.715 -0.483 5.561 0.453 0.099 0.019
C -2.105 -0.641 5.870 -0.388 -0.509 0.343
C -2.740 -0.078 7.015 -0.104 0.095 -0.576
C -4.115 -0.120 7.183 0.559 -0.347 -0.524
C -4.915 -0.799 6.217 0.333 0.226 -0.267
N -6.274 -0.800 6.332 -0.138 0.100 -0.015
C -6.931 -0.347 7.538 0.092 0.025 0.363
C -6.236 0.877 8.105 -0.089 0.085 -0.090
C -4.756 0.591 8.332 -0.060 0.115 0.695
C -7.097 -1.649 5.501 0.017 -0.354 -0.203
C -6.574 -1.686 4.078 -0.103 0.142 -0.013
C -5.111 -2.107 4.055 -0.181 -0.545 -0.433
C -4.290 -1.430 5.104 0.405 0.194 0.497
C -2.913 -1.409 4.991 0.078 0.368 0.238
C -0.458 2.029 6.029 0.602 0.295 -0.033
C -1.716 2.616 6.083 -0.236 0.667 0.205
C -1.817 4.000 6.305 0.215 -0.463 -0.204
C -0.671 4.811 6.371 0.294 -0.329 0.067
C 0.607 4.250 6.232 -0.417 0.005 0.113
C 0.677 2.870 6.083 -0.394 -0.159 -0.370
H 3.176 3.649 5.854 0.124 -0.260 -0.045
H 3.801 2.096 6.496 -0.204 0.231 -0.109
H 3.588 2.304 4.743 -0.226 0.183 0.217
H 2.198 0.015 5.483 -0.245 0.246 -0.077
H -0.192 -1.324 5.092 -0.242 0.226 -0.043
H -2.136 0.429 7.773 -0.167 -0.080 -0.326
H -7.976 -0.129 7.278 0.258 -0.009 0.150
H -6.933 -1.153 8.294 -0.078 0.132 -0.114
H -6.349 1.717 7.409 -0.030 -0.141 0.064
H -6.723 1.151 9.044 0.081 0.081 -0.072
H -4.639 -0.004 9.252 -0.017 0.099 -0.164
H -4.233 1.538 8.504 -0.001 -0.150 0.052
H -7.115 -2.674 5.916 -0.086 0.164 -0.073
H -8.120 -1.252 5.541 0.231 -0.163 -0.082
H -7.182 -2.384 3.499 0.062 0.103 -0.058
H -6.675 -0.691 3.629 -0.051 -0.113 0.080
H -5.042 -3.196 4.186 -0.020 0.148 -0.036
H -4.693 -1.883 3.067 0.023 -0.107 0.140
H -2.434 -1.929 4.157 -0.155 0.235 0.102
H -2.605 2.006 5.949 0.138 0.300 0.105
H -2.807 4.449 6.412 0.341 -0.105 -0.134
H -0.782 5.885 6.522 0.077 -0.304 -0.056
H 1.521 4.840 6.235 -0.383 0.080 0.021
```
Positions in Å, forces in eV/Å.

Properties
- lowest unoccupied orbital energy (eV) = -1.9
- energy above the lowest of the compared OMol25 structures with the same formula, charge and spin (kJ/mol) = 637.2

(5)
Computed, not measured: a cluster of 2 separate species, C6H15NO in total in a non-equilibrium geometry, with the ωB97M-V functional and the def2-TZVPD basis.

The geometry in XYZ format:
```
23
Properties=species:S:1:pos:R:3:forces:R:3
C -1.476 0.562 -2.532 -0.241 0.702 -1.319
C -1.890 -0.326 -1.381 -0.408 0.326 0.936
C -1.033 -0.128 -0.115 -0.003 -0.711 -0.594
C 0.470 -0.486 -0.240 -0.642 1.280 -0.163
C 1.373 0.639 0.218 -0.746 -0.890 -0.078
C 2.572 0.465 0.757 -0.190 0.660 0.039
N 3.480 1.503 0.979 0.132 -0.129 -0.013
H -1.172 0.015 -3.430 0.388 -0.043 0.286
H -2.262 1.213 -2.929 -0.479 -0.329 0.289
H -0.735 1.325 -2.296 0.511 -0.417 0.277
H -2.879 -0.038 -1.028 -0.291 0.091 -0.224
H -2.031 -1.368 -1.667 0.474 -0.106 -0.093
H -1.464 -0.769 0.656 -0.070 0.338 0.251
H -1.192 0.918 0.152 0.228 -0.012 0.321
H 0.616 -1.368 0.336 0.512 -0.871 0.347
H 0.685 -0.699 -1.283 0.084 -0.212 -0.264
H 0.906 1.605 0.079 0.493 0.415 -0.103
H 2.928 -0.515 1.021 0.155 -0.327 -0.065
H 3.097 2.403 0.735 0.090 0.131 0.193
H 3.933 1.490 1.880 0.006 0.104 -0.009
O -1.436 -1.834 3.568 -0.054 -0.064 -0.071
H -1.951 -2.435 3.022 -0.118 0.021 0.007
H -0.541 -2.172 3.496 0.170 0.043 0.052
```
Positions in Å, forces in eV/Å.

Properties
- lowest unoccupied orbital energy (eV) = 0.8
- energy above the lowest of the compared OMol25 structures with the same formula, charge and spin (kJ/mol) = 175.5
- SMILES = CCCC/C=C/N.O

(6)
Computed, not measured: a structure of composition C25H28AsCl3F6FeN6OS3Sb, with the ωB97M-V functional and the def2-TZVPD basis.

The geometry in XYZ format:
```
75
Properties=species:S:1:pos:R:3:forces:R:3
Fe -0.043 0.330 -0.370 -0.167 0.143 -0.192
N 0.957 1.768 2.692 0.049 0.009 0.119
C 0.527 0.530 2.696 0.149 -0.003 0.022
N 0.205 -0.160 1.609 -0.173 0.008 -0.080
C -0.177 -1.414 1.922 -0.055 -0.031 -0.008
C -0.167 -1.717 3.293 0.048 0.034 -0.048
S 0.346 -0.389 4.189 0.017 -0.004 0.005
C -0.544 -2.257 0.838 0.004 0.088 -0.017
C -0.971 -3.557 0.908 -0.020 -0.045 -0.057
S -1.293 -4.156 -0.645 -0.063 0.020 0.032
C -0.826 -2.611 -1.328 0.081 0.082 0.148
N -0.469 -1.707 -0.433 0.074 -0.075 -0.019
N -0.823 -2.438 -2.641 -0.092 -0.054 -0.003
H 0.875 2.302 1.833 0.024 -0.002 -0.036
H 1.104 2.277 3.551 0.017 -0.012 0.016
H -0.435 -2.648 3.765 -0.018 -0.028 0.016
H -1.111 -4.168 1.784 -0.008 -0.014 0.031
H -1.155 -3.151 -3.268 0.029 0.001 0.003
H -0.580 -1.540 -3.026 0.052 0.104 -0.046
Cl 6.952 2.490 -5.547 0.002 -0.001 -0.001
C 6.424 1.180 -4.560 -0.015 -0.011 0.006
C 7.316 0.556 -3.699 0.002 -0.003 0.000
C 6.872 -0.489 -2.910 -0.006 0.005 -0.007
C 5.552 -0.932 -2.958 0.046 -0.046 0.004
C 5.107 -2.052 -2.055 0.024 -0.011 -0.057
C 5.011 -1.577 -0.605 0.050 -0.040 0.086
N 3.948 -0.587 -0.484 0.026 0.068 0.008
C 4.075 0.773 -0.377 -0.078 0.055 0.009
C 2.809 1.276 -0.383 0.030 -0.024 -0.046
N 1.917 0.232 -0.506 -0.008 -0.015 -0.132
C 2.641 -0.866 -0.579 -0.061 -0.073 0.127
O 6.013 -3.127 -2.141 -0.026 -0.162 -0.069
C 5.402 -4.417 -1.991 -0.020 0.093 -0.012
C 4.296 -4.634 -2.984 -0.041 0.025 0.069
C 2.960 -4.616 -2.708 0.114 -0.005 -0.077
Cl 2.228 -4.379 -1.158 0.058 -0.126 0.015
S 1.972 -4.819 -4.093 0.046 0.013 0.021
C 3.359 -4.913 -5.097 0.006 0.008 0.017
C 4.509 -4.804 -4.387 -0.062 -0.002 0.008
C 4.696 -0.293 -3.842 0.003 0.023 -0.029
Cl 3.034 -0.815 -4.000 -0.137 -0.003 -0.021
C 5.108 0.758 -4.645 0.019 0.008 0.003
H 8.345 0.884 -3.659 0.012 0.005 0.002
H 7.569 -0.994 -2.253 0.017 -0.005 0.012
H 4.114 -2.380 -2.361 -0.017 0.054 -0.045
H 5.950 -1.131 -0.281 -0.039 0.018 0.016
H 4.779 -2.413 0.055 0.031 -0.017 -0.001
H 5.034 1.255 -0.310 0.028 0.013 -0.002
H 2.485 2.301 -0.331 0.002 0.027 -0.002
H 2.261 -1.867 -0.695 0.002 0.017 0.000
H 5.029 -4.553 -0.971 0.002 0.009 0.003
H 6.207 -5.131 -2.153 -0.010 0.006 0.008
H 3.244 -5.066 -6.157 -0.006 -0.009 -0.027
H 5.492 -4.845 -4.832 0.027 -0.005 -0.011
H 4.423 1.230 -5.335 -0.014 0.006 -0.005
C -0.346 0.042 -4.739 0.016 0.053 0.059
Sb -0.235 1.216 -2.943 0.037 0.052 0.074
C 1.411 2.477 -3.395 -0.017 -0.020 -0.003
C -1.819 2.496 -3.529 0.001 -0.016 -0.046
H 0.059 0.663 -5.536 -0.020 0.034 -0.021
H -1.395 -0.159 -4.956 0.002 -0.012 0.015
H 0.217 -0.885 -4.738 0.122 -0.105 0.011
H 1.362 2.758 -4.446 0.002 -0.002 -0.013
H 2.353 1.973 -3.191 0.003 -0.007 -0.006
H 1.336 3.377 -2.787 0.004 0.007 0.023
H -1.702 2.697 -4.593 -0.003 -0.024 -0.009
H -1.779 3.425 -2.972 0.003 0.022 -0.030
H -2.776 2.011 -3.350 -0.006 0.020 0.014
F -0.164 2.280 0.194 0.099 0.005 0.362
As -1.993 2.520 0.696 0.208 0.141 0.126
F -1.740 1.578 2.125 -0.042 0.037 -0.025
F -2.041 0.924 -0.148 -0.260 -0.055 -0.044
F -3.651 2.593 0.973 -0.006 -0.084 -0.045
F -2.109 3.366 -0.770 -0.050 -0.132 -0.070
F -1.481 3.895 1.557 -0.047 -0.030 -0.125
```
Positions in Å, forces in eV/Å.

Properties
- lowest unoccupied orbital energy (alpha / beta) (eV) = -6.5 / -9.2
- energy above the lowest of the compared OMol25 structures with the same formula, charge and spin (kJ/mol) = 0.0
- net charge = +2
- 2S+1 = 2
- ⟨S²⟩ = 0.780

Which of these has the lowest energy above the lowest of the compared OMol25 structures with the same formula, charge and spin?
C25H28AsCl3F6FeN6OS3Sb